Record 1
A cluster of 14 separate species, C32H98N22O14 in total, computed with wB97M-V/def2-TZVPD.

Geometry (Å):
O1 -3.65 0.16 -5.92
O2 1.83 -3.95 2.37
O3 -6.45 1.34 -3.04
O4 1.87 0.57 4.93
O5 -2.11 3.34 -3.01
O6 -3.13 -1.05 3.53
O7 5.73 3.59 3.17
O8 -1.15 3.37 4.51
O9 -2.66 6.28 0.29
O10 4.58 -1.60 -3.88
O11 -3.49 -5.94 -0.99
O12 5.76 0.85 1.46
O13 0.72 0.76 1.57
O14 -5.00 0.77 0.60
N1 -5.50 -1.02 1.89
N2 -1.61 -4.76 0.75
N3 -3.26 1.12 4.38
N4 -2.37 1.83 1.10
N5 4.43 -3.12 1.42
N6 -5.06 2.63 -1.77
N7 -2.81 5.50 -3.16
N8 -0.76 5.00 -2.26
N9 0.91 0.42 7.00
N10 -4.29 1.77 -3.72
N11 -1.33 0.39 3.67
N12 7.41 -0.13 -1.69
N13 -2.84 -1.03 -3.47
N14 1.03 3.15 3.86
N15 3.89 4.88 3.32
N16 0.20 5.14 4.66
N17 1.12 -1.43 5.62
N18 2.20 -2.64 -4.84
N19 -6.98 -0.28 0.27
N20 4.40 3.89 1.32
N21 -3.68 4.24 0.56
N22 -1.45 4.55 1.11
C1 -2.61 5.09 0.62
C2 0.00 3.84 4.34
C3 3.39 -1.45 -3.13
C4 2.15 -1.40 -3.99
C5 6.72 0.80 -0.76
C6 5.44 -3.91 3.42
C7 -2.79 -1.77 -4.73
C8 4.22 -4.09 2.53
C9 -1.57 1.72 -1.18
C10 -2.99 -3.26 -4.60
C11 -3.87 -6.45 -2.26
C12 0.15 1.65 0.60
C13 5.49 1.34 -1.46
C14 -5.77 -0.16 0.89
C15 -1.88 4.55 -2.87
C16 -4.64 0.70 -6.78
C17 5.16 0.12 2.50
C18 -2.82 -4.02 0.35
C19 6.35 0.01 0.47
C20 -2.56 -2.53 0.29
C21 4.79 4.09 2.59
C22 -5.37 1.92 -2.89
C23 5.73 -1.24 -3.16
C24 2.10 0.47 1.54
C25 2.95 -3.65 3.20
C26 0.74 -3.10 2.64
C27 -2.63 0.04 3.79
C28 -1.29 1.29 0.25
C29 1.25 -0.07 5.78
C30 -3.40 -4.55 -0.96
C31 0.92 -1.56 -3.07
C32 -3.89 -1.22 -5.69
H1 -4.60 -1.16 2.34
H2 -1.79 -5.74 0.60
H3 3.10 -2.60 -5.31
H4 3.26 -2.27 -2.41
H5 4.04 5.28 4.22
H6 0.80 1.62 -0.28
H7 -7.20 0.39 -0.44
H8 5.77 1.97 -2.31
H9 7.47 1.55 -0.50
H10 -3.49 2.38 -3.51
H11 -1.04 1.27 4.06
H12 -0.06 -3.42 1.97
H13 -5.88 2.49 -1.20
H14 -0.84 -4.45 0.15
H15 -3.49 -4.26 1.18
H16 -2.65 6.46 -2.93
H17 7.11 -0.63 0.93
H18 5.44 -2.87 3.79
H19 3.18 5.35 2.78
H20 -0.70 5.20 0.99
H21 3.43 -0.57 -2.47
H22 3.46 4.09 1.03
H23 0.01 -1.31 -3.61
H24 2.14 0.08 2.56
H25 -0.60 5.68 4.92
H26 1.74 -1.84 4.95
H27 2.44 -0.32 0.86
H28 -4.89 -1.44 -5.32
H29 5.94 -1.98 -2.38
H30 -2.23 1.30 1.96
H31 -1.89 -2.20 -0.50
H32 3.70 -3.23 0.71
H33 2.77 1.33 1.47
H34 4.80 0.59 -1.86
H35 0.28 2.68 0.96
H36 0.33 -3.26 3.64
H37 6.59 -1.25 -3.83
H38 -1.37 2.79 -1.29
H39 -1.33 0.19 0.29
H40 -4.74 0.21 -7.75
H41 4.71 0.87 3.16
H42 5.18 -3.52 0.85
H43 8.25 0.24 -2.10
H44 -4.14 0.83 4.77
H45 4.14 -5.10 2.13
H46 5.90 -0.53 2.96
H47 -3.06 -3.72 -5.59
H48 5.54 -0.67 0.19
H49 0.53 -1.99 6.20
H50 -2.58 1.47 -1.53
H51 0.44 -0.22 7.61
H52 0.78 2.28 3.41
H53 -3.99 -3.51 -4.21
H54 -2.24 -2.32 1.31
H55 -4.30 -4.01 -1.28
H56 -2.69 -4.13 -1.70
H57 -3.48 -1.97 0.10
H58 5.52 -4.52 4.32
H59 -0.08 4.29 -2.05
H60 -0.57 5.97 -2.14
H61 6.39 -3.93 2.90
H62 4.93 3.15 0.90
H63 -2.20 -3.74 -4.03
H64 -3.64 3.39 1.10
H65 -5.59 0.65 -6.22
H66 -1.47 3.59 1.43
H67 2.37 -3.38 -4.16
H68 -6.08 -1.84 1.94
H69 5.63 -0.26 -2.69
H70 -3.67 5.15 -3.54
H71 3.07 -2.58 3.41
H72 5.00 1.98 -0.73
H73 0.85 -2.53 -2.59
H74 -2.69 1.90 4.66
H75 -1.76 -1.70 -5.08
H76 -4.83 -6.05 -2.59
H77 -4.52 1.76 -6.97
H78 -4.48 4.60 0.07
H79 -3.07 -0.06 -3.59
H80 1.11 5.57 4.64
H81 2.14 -0.57 -4.68
H82 -7.66 -0.94 0.60
H83 -4.03 -7.52 -2.13
H84 2.01 3.38 3.93
H85 -4.38 1.35 -4.63
H86 -3.23 1.48 0.67
H87 -0.98 1.27 -1.98
H88 -4.09 2.61 -1.51
H89 -3.44 -1.50 -2.80
H90 1.04 -0.83 -2.26
H91 2.76 -4.14 4.17
H92 -3.06 -6.37 -3.00
H93 -3.69 -1.75 -6.62
H94 -0.67 -0.10 3.10
H95 0.84 -2.02 2.49
H96 1.13 1.38 7.19
H97 6.81 -0.44 -2.45
H98 4.32 -0.56 2.32

As for the relative energy (zero: lowest compared OMol25 entry of this formula, charge and spin): 3.3961 eV.

Mulliken population analysis, charges in e, atoms 1 to 4: O -0.451; O -0.428; O -0.752; O -0.541


Record 2
A structure of composition C33H16Br3Cl3F4LiNO2P, computed with wB97M-V/def2-TZVPD.

Geometry (Å):
Br1 -2.45 1.82 1.86
Br2 -0.16 1.88 5.97
Br3 5.35 0.61 6.13
Cl1 -0.44 -2.19 2.02
Cl2 2.13 -1.39 -2.56
Cl3 1.73 -6.38 -0.57
P1 -1.46 0.29 -0.62
F1 -6.48 0.42 -2.34
F2 -3.87 0.22 -2.90
F3 -7.32 1.15 0.16
F4 -5.48 1.86 2.04
O1 0.54 -0.69 -0.19
O2 0.20 1.01 3.06
N1 2.39 0.32 1.75
C1 -0.82 4.23 -1.64
C2 1.28 0.99 3.70
C3 2.50 0.58 3.05
C4 3.44 -0.09 1.08
C5 1.31 3.20 -1.32
C6 -0.69 1.89 -1.07
C7 2.60 1.22 5.76
C8 -1.33 -2.84 -3.16
C9 0.40 -2.86 0.69
C10 -3.25 0.86 -0.69
C11 -4.22 0.57 -1.65
C12 -0.99 -0.09 -3.41
C13 -6.01 1.08 -0.12
C14 -3.72 1.31 0.55
C15 1.41 1.32 5.06
C16 0.65 -4.22 0.62
C17 4.84 -0.03 3.02
C18 1.84 -3.84 -1.45
C19 3.74 0.78 5.12
C20 0.56 4.33 -1.60
C21 -5.07 1.43 0.84
C22 0.81 -1.94 -0.29
C23 4.69 -0.30 1.68
C24 0.70 1.99 -1.05
C25 3.73 0.45 3.76
C26 -1.55 -2.01 -2.08
C27 -5.58 0.69 -1.38
C28 -0.93 -2.29 -4.37
C29 1.55 -2.49 -1.36
C30 -1.44 3.02 -1.38
C31 -1.36 -0.63 -2.19
C32 1.38 -4.69 -0.47
C33 -0.79 -0.92 -4.50
Li1 0.21 0.20 1.47
H1 -0.74 -2.94 -5.22
H2 1.04 5.28 -1.79
H3 -1.84 -2.42 -1.12
H4 2.63 1.47 6.81
H5 5.79 -0.18 3.51
H6 -1.42 5.10 -1.87
H7 0.31 -4.90 1.38
H8 2.39 3.26 -1.31
H9 -0.84 0.98 -3.51
H10 5.52 -0.68 1.10
H11 -1.44 -3.91 -3.06
H12 2.43 -4.22 -2.27
H13 3.30 -0.27 0.03
H14 1.30 1.13 -0.84
H15 -2.52 2.97 -1.43
H16 -0.50 -0.49 -5.45

The charge is -1.

natural (NBO) population analysis, charges in e, atoms 1 to 4: Br 0.172; Br 0.021; Br -0.008; Cl 0.019


Record 3
A structure of composition C33H20F8IPPd, computed with wB97M-V/def2-TZVPD.

Geometry (Å):
I1 1.81 0.64 -1.49
Pd1 -0.39 -0.25 -0.35
P1 0.21 1.00 1.58
F1 -0.34 -2.79 1.52
F2 -2.38 -3.52 1.35
F3 -3.33 -2.76 -8.98
F4 -2.32 -0.90 1.65
F5 -3.02 -1.48 -0.32
F6 -1.67 -4.14 -8.91
F7 -1.10 -3.48 -0.39
F8 -3.59 -4.72 -8.10
C1 -2.33 -3.14 -6.88
C2 5.66 0.05 0.21
C3 -2.83 -3.66 -5.69
C4 -1.14 -1.51 -3.17
C5 0.49 -0.56 3.86
C6 1.99 1.41 1.98
C7 -0.84 -1.05 -2.09
C8 0.07 -1.15 5.04
C9 -1.53 4.25 -0.19
C10 -0.58 2.64 1.36
C11 -1.43 -2.08 -6.85
C12 3.30 0.52 -0.04
C13 -0.81 3.55 2.40
C14 -1.04 -1.54 -5.64
C15 5.63 0.61 1.45
C16 4.43 1.10 2.00
C17 -1.89 -1.38 0.43
C18 -1.73 5.14 0.85
C19 -1.38 4.78 2.14
C20 4.48 0.04 -0.55
C21 -1.42 -2.81 0.72
C22 -2.73 -3.69 -8.21
C23 -1.54 -2.06 -4.43
C24 -2.44 -3.12 -4.48
C25 3.36 2.21 3.85
C26 -0.31 0.37 3.21
C27 -1.56 0.69 3.74
C28 -1.97 0.10 4.93
C29 2.13 2.01 3.21
C30 3.19 1.01 1.29
C31 -0.96 3.00 0.07
C32 -1.16 -0.81 5.58
C33 4.49 1.72 3.27
H1 5.45 1.79 3.76
H2 1.25 2.28 3.77
H3 -0.34 -0.72 -5.60
H4 -0.59 3.28 3.42
H5 -3.53 -4.48 -5.72
H6 -2.17 6.11 0.65
H7 -2.83 -3.52 -3.55
H8 -1.56 5.47 2.96
H9 6.57 -0.35 -0.21
H10 -1.81 4.50 -1.20
H11 0.70 -1.88 5.53
H12 -2.22 1.36 3.22
H13 -1.49 -1.27 6.50
H14 4.51 -0.34 -1.57
H15 3.40 2.69 4.82
H16 1.46 -0.84 3.44
H17 -0.84 2.30 -0.75
H18 -2.95 0.35 5.33
H19 -1.04 -1.67 -7.77
H20 6.54 0.68 2.04

As for the relative energy (zero: lowest compared OMol25 entry of this formula, charge and spin): 0.1839 eV.

natural (NBO) population analysis, charges in e, atoms 1 to 4: I 0.382; Pd 0.306; P 0.925; F -0.330


no.,Kohn-Sham gap (eV)
1,8.56
2,7.15
3,7.52